Record 1
A structure of composition ClH6Na4O7 in a non-equilibrium geometry, computed with ωB97M-V/def2-TZVPD.

Each line ends with the natural charge from an NBO analysis.
Cartesian coordinates (Å):
1 Na -3.198 4.726 -2.618  1.00
2 Na -1.058 -5.085 -1.737  1.00
3 Na -1.169 4.026 3.889  1.00
4 Na 5.646 3.202 -0.814  1.00
5 Cl 0.293 0.744 0.008  2.55
6 O -0.543 1.884 0.059  -0.95
7 O 0.753 0.637 1.347  -0.87
8 O -0.509 -0.404 -0.440  -0.86
9 O 1.361 1.042 -0.941  -0.87
10 O -0.317 -4.787 2.139  -0.95
11 H 0.583 -4.615 2.416  0.48
12 H -0.814 -4.032 2.456  0.48
13 O 5.281 -0.043 1.053  -0.96
14 H 4.568 -0.411 0.530  0.48
15 H 5.001 -0.167 1.960  0.48
16 O -5.148 1.451 -3.167  -0.96
17 H -6.056 1.211 -2.982  0.49
18 H -4.674 0.620 -3.159  0.48

Its HOMO-LUMO gap is 7.030 eV. The net charge is +3. The value obtained for the relative energy (zero: lowest compared OMol25 entry of this formula, charge and spin) is 0.0 kJ/mol.



Record 2
An isolated molecule of C4H7NO in a non-equilibrium geometry, computed with ωB97M-V/def2-TZVPD.

Each line ends with the natural charge from an NBO analysis.
Cartesian coordinates (Å):
1 O 0.150 0.556 -2.412  -0.65
2 C 0.267 0.268 -1.215  0.65
3 C -0.483 1.119 -0.285  -0.60
4 C -0.623 0.212 0.998  -0.41
5 C 0.463 -0.902 0.787  -0.21
6 N 0.759 -0.843 -0.641  -0.60
7 H -0.005 2.074 -0.062  0.24
8 H -0.950 1.302 -1.440  0.35
9 H -0.418 0.738 1.942  0.22
10 H -1.605 -0.254 1.111  0.21
11 H 1.377 -0.718 1.369  0.19
12 H 0.103 -1.902 1.056  0.20
13 H 0.965 -1.649 -1.208  0.41

As for the SMILES: O=C1CCCN1. Its HOMO-LUMO gap is 10.588 eV. The net charge is 0. The value obtained for the relative energy (zero: lowest compared OMol25 entry of this formula, charge and spin) is 215.0 kJ/mol.